No. 1
103
Properties=species:S:1:pos:R:3:forces:R:3:lowdin_charge:R:1 method="wB97M-V/def2-TZVPD" total_charge=+1 de_lowest_kcal_mol=37.2 homo_ev="-9.47 / -9.47" total_energy_ha=-6259.47094 multiplicity=1
Ti -0.003 -0.208 0.597 -1.0 -2.2 -0.5 0.928
C -1.564 4.523 -1.702 0.1 0.0 0.0 -0.072
C -2.191 4.481 -0.464 0.1 0.0 -0.2 -0.066
C -2.223 3.310 0.260 0.2 -0.5 0.1 -0.007
C -1.622 2.151 -0.257 -0.5 1.2 -1.1 -0.274
C -1.005 2.196 -1.518 -0.3 -0.3 0.4 -0.072
C -0.974 3.380 -2.224 0.0 0.2 0.0 -0.087
N -1.570 0.968 0.435 1.0 -0.7 0.6 -0.156
N -2.243 0.940 1.586 -0.6 0.1 0.7 0.076
C -2.004 -0.067 2.410 -0.1 0.8 -0.4 -0.419
C -2.810 -0.203 3.573 0.0 -0.6 0.8 -0.003
C -2.538 -1.196 4.469 -0.6 0.8 -0.4 -0.054
C -1.450 -2.060 4.225 0.9 -0.2 -0.9 -0.050
C -0.703 -1.893 3.089 0.0 -1.6 1.5 -0.175
N -0.967 -0.949 2.164 -0.1 1.1 -0.8 -0.093
H -1.525 5.447 -2.254 0.0 0.1 -0.1 0.105
H -2.648 5.371 -0.058 0.0 0.1 0.0 0.110
H -2.683 3.261 1.234 -0.1 0.0 0.0 0.105
H -0.555 1.282 -1.915 -0.1 0.2 0.0 0.064
H -0.472 3.427 -3.179 0.0 0.0 -0.1 0.098
H -3.619 0.499 3.700 0.0 0.0 0.0 0.122
H -3.140 -1.323 5.355 -0.1 0.0 0.0 0.114
H -1.209 -2.851 4.915 0.1 -0.1 0.0 0.112
H 0.143 -2.541 2.879 -0.1 0.0 0.0 0.106
C 2.521 -2.867 -2.816 -0.1 0.4 0.1 -0.248
Sb 1.353 -1.108 -2.328 0.2 -0.6 -0.5 1.469
C 1.406 -1.486 -0.163 0.7 1.0 -1.3 -0.593
C 1.143 -2.797 0.374 -0.7 -1.3 0.5 -0.443
C -0.081 -3.495 0.405 0.3 0.2 0.0 -0.085
C -0.153 -4.685 1.104 0.3 -0.1 0.1 -0.061
C 0.986 -5.193 1.724 -0.3 0.1 -0.1 -0.045
C 2.166 -4.472 1.609 -0.2 -0.4 0.1 -0.103
N 2.230 -3.318 0.975 -0.1 0.2 0.0 0.049
Si 3.232 -1.150 0.378 0.8 0.5 0.2 0.476
C 4.725 -2.220 -0.164 -0.7 0.2 -0.1 -0.173
C 3.675 0.558 -0.405 -0.4 -0.5 0.2 -0.200
C 3.247 -0.941 2.278 -0.1 0.0 -0.5 -0.186
C -0.496 -1.725 -3.445 0.8 -0.3 -0.3 -0.540
C -1.655 -1.278 -2.661 -0.5 0.1 0.2 -0.455
C -2.863 -0.944 -3.293 0.1 0.1 0.2 -0.061
C -4.016 -0.794 -2.561 0.1 0.0 0.2 -0.026
C -3.961 -1.014 -1.187 0.1 0.0 0.0 -0.032
C -2.729 -1.257 -0.623 -0.5 -0.3 0.0 -0.156
N -1.581 -1.332 -1.316 -0.2 0.2 0.0 0.041
Si -0.234 -0.747 -5.115 0.1 0.4 -0.5 0.482
C -1.344 -1.285 -6.574 0.3 0.1 0.6 -0.166
C -0.535 1.117 -4.828 0.1 -0.7 0.0 -0.175
C 1.561 -0.864 -5.747 -0.6 -0.2 0.5 -0.192
Si -0.855 -3.618 -3.810 -0.1 -0.5 -0.2 0.555
C -0.679 -4.842 -2.356 0.2 0.6 -0.4 -0.159
C -2.694 -3.848 -4.284 0.6 0.3 0.1 -0.156
C 0.235 -4.258 -5.235 -0.3 0.3 0.5 -0.161
H 3.460 -2.813 -2.279 0.1 0.0 0.1 -0.020
H 2.723 -2.897 -3.880 0.0 0.0 -0.2 0.000
H 1.980 -3.759 -2.515 0.0 0.0 0.0 0.001
H -0.936 -3.102 -0.126 0.1 -0.1 0.1 0.077
H -1.086 -5.228 1.161 -0.1 0.0 0.0 0.119
H 0.947 -6.120 2.273 0.1 -0.1 0.0 0.106
H 3.094 -4.831 2.039 0.0 0.0 0.1 0.122
H 5.095 -1.929 -1.142 0.1 0.1 -0.2 0.019
H 4.514 -3.281 -0.175 0.0 -0.2 0.0 0.018
H 5.539 -2.058 0.534 0.2 0.1 0.3 0.034
H 4.358 0.447 -1.244 0.0 -0.1 -0.2 0.031
H 4.165 1.201 0.321 0.1 0.1 0.2 0.035
H 2.791 1.081 -0.770 0.2 0.0 0.0 -0.035
H 2.317 -1.303 2.719 0.1 -0.1 0.1 -0.017
H 3.395 0.094 2.580 0.1 0.2 0.0 0.005
H 4.053 -1.520 2.711 0.2 -0.2 0.1 0.039
H -2.875 -0.845 -4.363 -0.1 0.0 -0.2 0.096
H -4.949 -0.557 -3.046 -0.1 0.0 -0.1 0.120
H -4.849 -0.992 -0.577 -0.1 0.0 0.1 0.111
H -2.664 -1.459 0.445 0.0 0.2 -0.2 0.099
H -2.245 -0.685 -6.647 -0.2 0.1 0.1 0.033
H -1.639 -2.325 -6.537 -0.1 -0.2 0.0 0.002
H -0.796 -1.140 -7.499 0.2 0.1 -0.2 0.038
H -1.425 1.323 -4.242 -0.2 0.0 0.1 0.018
H -0.656 1.616 -5.784 0.0 0.0 -0.3 0.042
H 0.321 1.568 -4.333 0.1 0.0 0.1 0.020
H 1.850 -1.877 -5.998 0.1 -0.3 -0.1 0.019
H 2.277 -0.477 -5.028 0.2 0.1 0.1 -0.002
H 1.655 -0.271 -6.651 -0.1 0.2 -0.2 0.039
H -1.529 -4.775 -1.685 -0.2 0.1 0.1 0.030
H 0.223 -4.721 -1.769 0.1 0.0 0.1 0.003
H -0.672 -5.852 -2.756 0.0 -0.2 -0.2 0.043
H -3.353 -3.584 -3.462 -0.1 0.0 0.2 0.029
H -2.874 -4.894 -4.514 0.1 -0.3 0.0 0.041
H -3.004 -3.273 -5.147 -0.1 0.1 -0.2 0.019
H 1.282 -4.316 -4.964 0.2 0.0 0.1 0.017
H 0.154 -3.653 -6.130 0.0 0.1 -0.2 0.012
H -0.087 -5.262 -5.491 -0.1 -0.2 0.0 0.039
Se 0.820 0.954 3.435 0.2 0.7 -0.3 1.314
N 0.889 1.184 1.618 0.8 1.8 1.2 -0.287
C 1.544 2.359 1.391 -0.3 -0.7 0.6 -0.302
C 1.706 2.989 0.156 0.2 0.7 -0.9 -0.038
C 2.436 4.156 0.086 -0.7 -1.0 -0.4 -0.025
C 3.027 4.712 1.226 0.2 0.0 1.2 -0.046
C 2.845 4.147 2.463 0.4 0.8 -0.4 0.005
C 2.081 2.973 2.574 -0.5 -0.7 0.3 -0.352
N 1.788 2.370 3.732 0.0 0.0 -0.2 -0.189
H 1.245 2.568 -0.733 0.2 0.2 0.2 0.095
H 2.566 4.644 -0.867 0.0 0.0 -0.1 0.120
H 3.624 5.606 1.127 0.0 0.1 0.0 0.115
H 3.260 4.583 3.357 0.1 0.1 0.1 0.123

No. 2
120
Properties=species:S:1:pos:R:3:forces:R:3:lowdin_charge:R:1 method="wB97M-V/def2-TZVPD" de_lowest_kcal_mol=0.0 homo_ev=-7.41 total_energy_ha=-4365.82044 multiplicity=1
N 2.837 -2.385 3.388 0.2 0.2 2.1 0.021
C 2.115 -2.489 2.252 0.5 0.3 -0.6 -0.169
C 2.749 -3.373 1.423 0.4 -0.5 -0.1 -0.101
C 3.840 -3.884 2.192 0.4 -0.8 -1.1 -0.124
C 3.873 -3.290 3.412 -0.2 0.6 -0.3 -0.122
H 2.672 -1.723 4.142 -0.3 -0.3 -0.4 0.140
H 1.243 -1.907 2.124 -0.6 0.6 -0.2 0.089
H 2.535 -3.644 0.378 -0.2 0.1 0.8 0.102
H 4.524 -4.630 1.832 0.2 -0.2 0.1 0.087
H 4.544 -3.423 4.257 -0.3 0.2 -0.3 0.112
N 4.153 -1.526 -3.438 1.6 0.6 -2.1 0.005
C 3.226 -2.115 -2.701 0.1 -1.5 1.0 -0.172
C 2.344 -1.184 -2.276 -1.1 -0.1 0.4 -0.128
C 2.706 0.059 -2.864 0.6 -0.4 -0.1 -0.099
C 3.849 -0.203 -3.623 -0.4 0.5 0.4 -0.116
H 4.891 -2.042 -3.928 -0.6 0.6 0.4 0.166
H 3.384 -3.154 -2.489 -0.5 -0.3 0.3 0.116
H 1.495 -1.456 -1.654 0.1 0.5 0.0 0.100
H 2.182 0.973 -2.617 0.3 0.1 -0.5 0.082
H 4.484 0.398 -4.263 -0.2 0.1 0.3 0.110
N -0.867 -3.994 1.824 -0.4 0.3 -0.9 0.018
C -2.126 -4.399 1.440 0.5 -0.5 0.6 -0.132
C -2.364 -5.597 2.104 -0.8 0.9 -0.6 -0.108
C -1.226 -5.922 2.838 0.4 0.9 -0.1 -0.114
C -0.317 -4.909 2.632 0.8 -0.7 0.9 -0.151
H -0.436 -3.131 1.519 -0.2 -0.4 0.0 0.077
H -2.648 -3.842 0.688 -0.4 0.1 0.0 0.097
H -3.302 -6.109 2.189 -0.2 -0.2 -0.4 0.089
H -1.145 -6.748 3.479 0.3 -0.9 0.7 0.075
H 0.703 -4.799 2.978 -0.2 0.0 0.0 0.101
N -4.545 3.482 -1.305 -0.9 -0.4 -0.6 0.010
C -3.525 4.017 -0.619 0.4 -0.7 1.6 -0.132
C -3.566 3.428 0.647 0.0 0.5 -0.4 -0.091
C -4.688 2.558 0.663 0.9 -0.6 1.9 -0.116
C -5.256 2.599 -0.544 -1.0 -0.1 -1.4 -0.146
H -4.768 3.732 -2.237 -0.2 0.1 -0.6 0.139
H -2.825 4.619 -1.148 0.5 0.5 0.2 0.082
H -2.934 3.596 1.498 0.2 0.2 -0.1 0.062
H -4.968 1.898 1.489 0.0 0.5 -0.4 0.089
H -6.122 2.082 -0.917 0.0 0.0 -0.2 0.110
N -3.706 -0.537 5.104 -0.4 0.8 0.5 -0.007
C -3.717 -0.489 3.732 -1.1 0.3 -0.6 -0.145
C -3.120 -1.626 3.216 -0.6 0.4 3.2 -0.065
C -2.786 -2.361 4.417 1.3 -0.6 -1.4 -0.111
C -3.098 -1.681 5.549 -0.9 -0.1 -0.4 -0.140
H -4.251 0.085 5.696 0.4 -0.2 -0.4 0.153
H -4.389 0.255 3.286 0.7 -0.2 0.0 0.103
H -3.089 -2.071 2.260 0.1 0.2 -0.9 0.063
H -2.231 -3.266 4.343 0.1 -0.7 0.2 0.080
H -3.185 -2.014 6.576 0.4 0.3 -0.2 0.113
C -0.471 3.650 -4.663 -0.3 -0.3 -0.7 -0.263
S -0.011 4.856 -3.449 -1.1 0.5 0.7 0.834
O -0.798 4.522 -2.217 -0.4 0.4 -0.1 -0.554
C 1.565 4.251 -3.022 -0.2 -0.2 1.8 -0.268
H -0.019 3.913 -5.630 -0.3 -0.1 0.2 0.066
H -1.562 3.622 -4.689 0.0 0.5 -0.3 0.062
H -0.226 2.639 -4.395 0.6 -0.4 0.4 0.019
H 1.303 3.406 -2.356 0.4 0.0 -0.7 0.041
H 2.021 4.980 -2.332 0.2 -0.1 -0.8 0.063
H 2.080 4.006 -3.916 1.1 -0.2 -0.5 0.047
C -1.035 -1.164 -7.202 0.6 -0.4 -1.5 -0.288
S -1.533 -1.232 -5.528 -1.9 1.3 -0.6 0.800
O -1.407 -2.641 -5.173 0.6 -1.7 0.8 -0.519
C -0.324 -0.248 -4.674 0.9 0.1 -0.7 -0.257
H -1.012 -0.154 -7.597 0.0 0.2 0.1 0.049
H -1.753 -1.754 -7.805 0.2 0.3 0.5 0.066
H -0.057 -1.640 -7.344 -0.1 0.1 0.2 0.066
H 0.213 0.481 -5.314 -0.7 -0.2 0.2 0.064
H 0.473 -0.905 -4.325 -0.2 0.0 0.5 0.043
H -0.942 0.221 -3.912 0.7 0.1 0.4 0.034
C -0.329 1.821 0.660 -1.4 -2.4 -0.7 0.036
C -1.082 1.548 -0.655 1.0 -0.1 -1.4 -0.189
O -1.531 0.196 -0.659 0.7 0.8 0.9 0.141
C -0.838 -0.478 0.288 0.2 -0.8 0.5 -0.473
O -0.902 -1.696 0.404 0.5 2.9 -0.1 0.095
O -0.102 0.381 1.067 -0.2 0.1 -0.7 0.047
F -0.110 1.602 -1.702 -0.4 -0.1 0.7 -0.018
H -0.890 2.274 1.449 -0.8 0.1 0.2 0.092
H 0.541 2.433 0.526 0.9 -0.5 -0.3 0.107
H -1.879 2.182 -1.011 -0.2 0.3 0.5 0.134
C -0.188 0.220 4.564 -0.6 -1.2 0.1 -0.083
C -0.505 1.628 4.226 -0.1 0.1 0.1 -0.279
O 0.649 2.023 3.495 -0.1 1.4 0.3 0.109
C 1.713 1.257 3.832 -1.2 -2.0 -1.1 -0.496
O 2.792 1.272 3.318 -0.4 0.7 1.0 0.173
O 1.214 0.246 4.603 2.4 -0.3 0.1 0.051
F -0.644 2.358 5.399 0.1 -0.1 -1.2 0.065
H -0.563 -0.481 3.780 0.3 0.4 0.5 0.139
H -0.525 -0.112 5.548 -0.3 0.2 -0.2 0.146
H -1.362 1.697 3.558 -0.1 0.7 0.4 0.155
C 0.786 5.649 0.744 0.6 -0.1 0.9 -0.051
C 1.259 6.256 2.075 -0.9 0.7 -1.0 -0.260
O 0.509 5.578 3.013 -0.5 -0.4 1.0 0.140
C -0.601 5.036 2.448 -0.5 -1.1 -1.0 -0.500
O -1.534 4.514 2.995 1.3 0.8 0.0 0.150
O -0.468 5.050 1.087 0.3 0.0 0.7 0.058
F 0.839 7.600 2.138 0.9 -0.8 0.0 0.029
H 1.557 4.933 0.439 -0.6 -0.2 -0.2 0.103
H 0.606 6.396 0.006 0.0 0.5 -0.5 0.131
H 2.336 6.135 2.259 -0.5 0.5 0.2 0.176
C -0.957 -3.773 -2.245 0.2 0.0 -0.2 -0.082
C -0.524 -5.103 -2.800 1.2 0.4 0.2 -0.343
O -1.676 -5.671 -3.275 -0.5 -0.2 0.1 0.144
C -2.748 -5.074 -2.667 -1.1 0.7 -0.6 -0.494
O -3.876 -5.437 -2.832 1.1 0.3 0.6 0.168
O -2.347 -3.943 -1.996 -0.5 -1.3 -0.2 0.065
F 0.016 -5.914 -1.836 0.1 -0.3 0.3 0.051
H -0.858 -3.110 -3.098 0.1 0.6 0.3 0.093
H -0.410 -3.477 -1.341 -0.3 0.0 -0.3 0.127
H 0.250 -4.977 -3.568 -0.4 -0.3 -0.1 0.170
C 4.064 0.087 0.573 -0.1 1.3 -0.6 -0.016
C 5.230 0.928 0.068 -2.0 1.0 0.0 -0.272
O 4.702 2.283 -0.044 0.6 -1.4 0.8 0.144
C 3.374 2.230 0.125 0.7 -2.0 -0.3 -0.584
O 2.684 3.174 0.032 -1.5 1.7 -0.1 0.143
O 2.923 0.975 0.325 0.8 -0.4 0.3 0.057
F 5.538 0.571 -1.177 1.2 -0.4 -0.7 0.095
H 4.226 -0.041 1.621 -0.6 -0.3 0.8 0.113
H 3.966 -0.870 0.053 -0.2 0.3 0.0 0.130
H 6.019 0.954 0.788 1.1 0.0 -0.2 0.161